A) The following is a DFT calculation (ωB97M-V/def2-TZVPD) of an isolated molecule of C5H10O.

Values from the calculation:
Gap between HOMO and LUMO   11.18 eV
SMILES   C[C@H]1C[C@H]1CO
Molar mass   86.13 u

Last column: Mulliken charge in e.
CARTESIAN COORDINATES (ANGSTROEM)
C -1.713 -0.471 0.381  -1.427
C -0.891 0.473 -0.466  0.320
C 0.040 1.522 0.066  -0.798
C 0.601 0.357 -0.719  0.173
C 1.610 -0.522 0.028  -0.846
O 1.437 -1.926 -0.010  -0.520
H -1.955 -1.384 -0.178  0.304
H -1.186 -0.748 1.299  0.318
H -2.668 -0.014 0.672  0.364
H -1.449 0.810 -1.341  0.312
H 0.019 2.522 -0.354  0.277
H 0.282 1.509 1.129  0.230
H 0.869 0.550 -1.757  0.345
H 2.598 -0.353 -0.416  0.341
H 1.686 -0.177 1.070  0.302
H 0.721 -2.147 0.596  0.306

***

B) The following is a DFT calculation (ωB97M-V/def2-TZVPD) of an isolated molecule of C5H10O.

Values from the calculation:
Gap between HOMO and LUMO   9.39 eV
Molar mass   86.13 u

Last column: Mulliken charge in e.
CARTESIAN COORDINATES (ANGSTROEM)
C -1.309 1.187 -0.418  -1.455
C -0.204 0.141 -0.578  0.885
C 1.165 0.742 -0.257  -1.456
C 1.510 -2.158 0.952  -0.291
O 0.481 -2.083 0.164  -0.170
C -0.531 -1.058 0.305  -0.830
H -1.122 2.049 -1.066  0.371
H -2.296 0.782 -0.672  0.376
H -1.349 1.552 0.616  0.362
H -0.194 -0.213 -1.618  0.186
H 1.409 1.533 -0.974  0.383
H 1.174 1.185 0.747  0.331
H 1.361 -1.361 1.741  0.172
H 1.966 -0.004 -0.310  0.394
H -1.474 -1.524 0.005  0.333
H -0.583 -0.771 1.364  0.409

***

The least stable of the structures above is B), whereas A) is the most stable.